Entry 1:
Formula: C3H7ClN
Source: the OMol25 dataset
Level of theory: wB97M-V/def2-TZVPD

Each line ends with the Löwdin charge.
Positions of all 12 atoms, in Å:
C -2.11 1.63 0.08  0.00
C -1.59 0.46 0.02  -0.53
C 0.94 -0.02 -0.08  -0.03
N 0.83 -1.46 0.02  0.03
Cl -2.06 -1.16 0.01  0.78
H -3.12 1.57 -0.05  0.05
H -1.63 2.50 0.30  0.06
H 0.94 0.47 -1.06  0.08
H 1.02 0.79 0.74  0.12
H 1.22 -1.94 -0.86  0.20
H -0.21 -1.69 -0.01  -0.01
H 1.39 -1.83 0.95  0.25

## Properties
Energy above the lowest of the compared OMol25 structures with the same formula, charge and spin   112.2 kcal/mol
Total charge   +1
Multiplicity   1
Total energy   -17224.817 eV
HOMO (alpha / beta)   -0.4889 / -0.5049 hartree
HOMO-LUMO gap (alpha / beta)   8.6 / 9.2 eV
Maximum force   4.14 eV Å⁻¹



Entry 2:
Formula: C12H12N6O2PtSe3Te2
Source: the OMol25 dataset
Level of theory: wB97M-V/def2-TZVPD

Each line ends with the Löwdin charge.
Positions of all 38 atoms, in Å:
Pt -0.33 -0.06 -0.14  0.62
N -0.14 0.19 2.00  -0.09
C 1.18 0.78 2.23  -0.14
C 2.18 0.29 1.18  -0.64
O 3.35 0.13 1.46  0.08
O 1.69 0.12 -0.02  -0.33
H -0.89 0.75 2.39  0.11
H -0.20 -0.74 2.40  0.07
H 1.58 0.57 3.22  0.13
H 1.10 1.87 2.11  0.13
Se 1.51 -0.16 -3.77  -0.16
Te -0.58 0.35 -2.70  0.39
Te -0.02 2.72 -1.27  0.40
Se -2.14 3.62 -0.69  -0.18
N -2.32 -0.13 -0.15  -0.14
C -3.31 0.24 0.36  -0.37
N -4.40 0.50 0.94  0.09
C -5.04 1.65 0.75  -0.40
N -5.65 2.62 0.63  0.11
C 2.73 -3.20 2.09  -0.01
N 2.84 -2.93 0.67  -0.05
C 1.83 -2.68 -0.18  -0.69
Se 0.00 -2.69 0.20  0.71
N 2.36 -2.42 -1.38  0.12
C 3.74 -2.42 -1.30  -0.17
C 4.73 -2.16 -2.24  0.01
C 6.03 -2.26 -1.80  -0.07
C 6.35 -2.61 -0.48  -0.07
C 5.36 -2.87 0.45  0.00
C 4.05 -2.77 0.01  -0.16
H 1.68 -3.28 2.36  0.05
H 3.20 -2.39 2.65  0.10
H 3.24 -4.14 2.32  0.10
H 1.84 -2.02 -2.17  0.01
H 4.48 -1.88 -3.25  0.11
H 6.84 -2.06 -2.50  0.11
H 7.38 -2.67 -0.18  0.11
H 5.60 -3.12 1.47  0.12

## Properties
Energy above the lowest of the compared OMol25 structures with the same formula, charge and spin   0.0 kcal/mol
Multiplicity   1
Total energy   -239547.376 eV
HOMO (alpha / beta)   -0.2852 / -0.2853 hartree
HOMO-LUMO gap (alpha / beta)   5.0 / 5.0 eV
Maximum force   1.72 eV Å⁻¹



Entry 3:
Formula: C17H22AsMoN4O13P2S4
Source: the OMol25 dataset
Level of theory: wB97M-V/def2-TZVPD

Each line ends with the Löwdin charge.
Positions of all 64 atoms, in Å:
Mo -0.67 1.27 0.10  1.12
C 3.47 -1.17 -3.49  0.01
C 2.81 0.14 -3.39  -0.33
N 2.96 1.17 -4.17  0.10
N 2.14 2.12 -3.68  0.02
C 1.47 1.71 -2.56  -0.67
S 0.41 2.62 -1.67  0.70
N 1.91 0.42 -2.39  -0.05
N 1.53 -0.40 -1.35  0.10
H 4.17 -1.16 -4.32  0.08
H 2.73 -1.95 -3.64  0.10
H 4.01 -1.39 -2.56  0.08
H 2.09 3.04 -4.09  0.15
H 0.88 -1.13 -1.64  0.05
H 2.34 -0.86 -0.94  0.09
S -0.95 3.18 1.56  0.64
C -2.35 4.06 1.01  -0.68
C -2.61 5.33 1.51  -0.14
C -3.71 6.05 1.09  -0.12
C -4.58 5.51 0.16  -0.12
C -4.35 4.24 -0.34  -0.15
C -3.24 3.51 0.07  -0.69
S -2.95 1.93 -0.60  0.63
H -1.92 5.74 2.23  0.09
H -3.88 7.04 1.48  0.09
H -5.43 6.07 -0.19  0.09
H -5.01 3.79 -1.06  0.09
O 0.36 -0.10 3.41  -0.21
As 1.59 0.61 2.43  0.88
O 2.37 1.71 3.31  -0.44
O 1.00 1.24 0.99  -0.68
C 2.88 -0.81 1.96  -0.20
C 4.19 -0.56 2.37  -0.08
C 5.21 -1.43 2.07  -0.08
C 4.95 -2.58 1.35  -0.07
C 3.65 -2.84 0.94  -0.07
C 2.62 -1.96 1.24  -0.27
S 1.03 -2.57 0.63  0.53
O 1.38 -3.13 -0.65  -0.30
O 0.63 -3.57 1.62  -0.28
O 0.03 -1.48 0.57  -0.45
H -0.44 -0.17 2.87  -0.03
H 4.36 0.36 2.93  0.10
H 6.22 -1.22 2.40  0.10
H 5.74 -3.28 1.11  0.10
H 3.40 -3.72 0.37  0.11
C -2.30 -3.65 -0.05  -0.05
C -2.51 -2.15 -0.06  -0.55
O -3.89 -1.81 -0.16  -0.08
P -2.08 -1.41 1.57  0.51
O -3.48 -1.43 2.34  -0.09
O -1.38 -2.38 2.57  -0.10
O -1.68 0.04 1.61  -0.45
P -1.62 -1.40 -1.53  0.41
O -2.92 -1.18 -2.51  -0.15
O -0.66 -2.26 -2.21  -0.25
O -1.19 0.04 -1.30  -0.60
H -2.70 -4.08 0.87  0.09
H -1.24 -3.86 -0.14  0.06
H -2.82 -4.09 -0.91  0.10
H -4.13 -1.88 -1.10  0.09
H -4.04 -0.70 2.09  0.08
H -0.57 -2.90 2.26  0.02
H -3.26 -0.29 -2.40  0.04

## Properties
Total charge   -1
Multiplicity   3
Total energy   -175187.373 eV
HOMO (alpha / beta)   -0.1618 / -0.1822 hartree
HOMO-LUMO gap (alpha / beta)   6.6 / 7.2 eV
Maximum force   2.15 eV Å⁻¹



Entry 4:
Formula: C3H2KMgO3
Source: the OMol25 dataset
Level of theory: wB97M-V/def2-TZVPD

Each line ends with the Löwdin charge.
Positions of all 10 atoms, in Å:
O -0.56 -1.76 -1.66  -0.32
O 0.11 -0.44 0.63  -0.16
C 0.10 0.09 1.86  -0.58
C -0.18 0.38 -0.51  0.00
O -0.16 1.29 2.02  -0.31
C 0.00 -0.50 -1.72  -0.52
Mg 0.54 -1.35 3.35  0.76
H 1.11 -0.70 -1.81  0.12
H -0.33 0.08 -2.64  0.09
K -0.64 2.91 0.48  0.90

## Properties
Energy above the lowest of the compared OMol25 structures with the same formula, charge and spin   77.0 kcal/mol
Multiplicity   2
Total energy   -31049.137 eV
HOMO (alpha / beta)   -0.2207 / -0.2236 hartree
HOMO-LUMO gap (alpha / beta)   5.3 / 4.8 eV
Maximum force   2.28 eV Å⁻¹



Entry 5:
Formula: C52H37CrN8S
Source: the OMol25 dataset
Level of theory: wB97M-V/def2-TZVPD

Each line ends with the Löwdin charge.
Positions of all 99 atoms, in Å:
Cr -0.20 0.59 0.04  0.78
C 0.60 -0.93 -7.47  -0.09
C 1.42 -1.85 -6.82  -0.08
C 1.51 -1.85 -5.44  -0.03
C 0.78 -0.93 -4.68  -0.19
C -0.03 -0.01 -5.33  -0.02
C -0.12 -0.02 -6.72  -0.08
C 0.91 -0.96 -3.20  -0.07
C 1.80 -0.02 -2.55  -0.24
C 3.01 0.45 -3.11  -0.01
C 3.62 1.20 -2.14  -0.01
C 2.74 1.21 -1.03  -0.25
C 3.07 1.83 0.20  -0.06
C 4.39 2.52 0.27  -0.22
C 4.46 3.90 0.12  -0.03
C 5.68 4.56 0.24  -0.08
C 6.83 3.84 0.51  -0.09
C 6.77 2.46 0.64  -0.08
C 5.56 1.80 0.52  -0.03
C 2.27 1.93 1.31  -0.24
N 0.97 1.46 1.42  -0.05
C 0.40 2.10 2.46  -0.27
C -0.96 1.98 2.88  -0.09
C -1.67 3.12 3.49  -0.15
C -1.14 4.42 3.46  -0.04
C -1.81 5.49 4.04  -0.09
C -3.05 5.31 4.64  -0.11
C -3.64 4.06 4.58  -0.09
C -2.98 2.99 4.00  -0.04
C -1.52 0.70 2.78  -0.22
C -2.24 0.01 3.83  0.01
C -2.20 -1.31 3.52  0.00
C -1.52 -1.44 2.25  -0.19
N -1.17 -0.17 1.80  0.05
C -1.31 -2.65 1.62  -0.05
C -0.97 -2.67 0.18  -0.22
C -2.12 -2.92 -0.82  -0.04
C -1.17 -2.28 -2.69  -0.04
C 0.27 -1.91 -2.48  -0.12
N 0.56 -1.95 -1.09  0.04
C -1.38 -3.95 2.29  -0.16
C -0.95 -4.11 3.62  -0.04
C -0.95 -5.36 4.23  -0.08
C -1.36 -6.48 3.53  -0.09
C -1.76 -6.35 2.21  -0.08
C -1.76 -5.10 1.60  -0.02
C 1.40 2.87 3.15  -0.02
C 2.56 2.74 2.46  0.02
N 1.61 0.48 -1.30  0.07
H 0.53 -0.93 -8.55  0.10
H 1.99 -2.56 -7.40  0.10
H 2.15 -2.57 -4.93  0.12
H -0.59 0.71 -4.75  0.12
H -0.76 0.71 -7.21  0.10
H 3.37 0.20 -4.10  0.11
H 4.57 1.70 -2.20  0.11
H 3.56 4.46 -0.09  0.13
H 5.73 5.63 0.13  0.10
H 7.78 4.35 0.63  0.10
H 7.67 1.89 0.85  0.10
H 5.50 0.72 0.62  0.12
H -0.22 4.61 2.95  0.10
H -1.37 6.47 4.00  0.10
H -3.56 6.14 5.11  0.10
H -4.64 3.91 4.97  0.10
H -3.51 2.06 3.90  0.09
H -2.61 0.43 4.74  0.11
H -2.62 -2.12 4.08  0.11
H -3.10 -3.14 -0.40  0.16
H -1.54 -1.99 -3.67  0.15
H -0.58 -3.26 4.17  0.11
H -0.60 -5.45 5.25  0.10
H -1.34 -7.46 4.00  0.10
H -2.08 -7.22 1.65  0.10
H -2.08 -5.03 0.57  0.10
H 1.25 3.38 4.09  0.11
H 3.51 3.19 2.68  0.12
C -3.99 -0.39 -2.07  0.00
C -2.61 -0.35 -1.51  -0.23
N -2.07 0.71 -1.00  -0.04
N -2.84 1.82 -0.99  -0.01
C -2.22 2.92 -0.68  -0.84
N -2.94 4.05 -0.60  0.09
S -0.52 3.04 -0.39  0.76
C -1.78 -1.55 -1.45  -0.23
C -1.68 -3.64 -2.13  -0.16
C -0.65 -4.71 -1.97  -0.03
C 0.35 -4.51 -1.11  -0.02
C 0.39 -3.24 -0.33  -0.12
N -0.63 -1.36 -0.48  -0.02
H -4.70 -0.56 -1.26  0.10
H -4.08 -1.19 -2.80  0.08
H -4.23 0.57 -2.52  0.08
H -3.94 4.02 -0.75  0.10
H -2.50 4.90 -0.32  0.08
H -2.55 -4.00 -2.69  0.14
H -0.72 -5.61 -2.57  0.11
H 1.13 -5.24 -0.95  0.11
H 1.13 -3.28 0.46  0.15

## Properties
Multiplicity   4
Total energy   -105699.755 eV
HOMO (alpha / beta)   -0.2170 / -0.2197 hartree
HOMO-LUMO gap (alpha / beta)   5.1 / 5.2 eV
Maximum force   1.05 eV Å⁻¹



Entry 6:
Formula: C3H7NOS
Source: the OMol25 dataset
Level of theory: wB97M-V/def2-TZVPD

Each line ends with the Löwdin charge.
Positions of all 13 atoms, in Å:
N 0.76 0.49 -1.57  0.04
C 0.66 -0.19 -0.29  -0.44
C 1.91 0.08 0.55  -0.23
O 2.12 -0.49 1.59  0.06
C -0.54 0.23 0.56  -0.54
S -2.16 -0.18 -0.14  0.73
H 0.95 -0.16 -2.32  0.08
H -0.07 1.00 -1.81  0.05
H 0.66 -1.29 -0.40  0.15
H 2.59 0.87 0.19  0.12
H -0.49 1.29 0.81  0.09
H -0.49 -0.33 1.48  0.07
H -2.11 0.64 -1.19  -0.17

## Properties
Energy above the lowest of the compared OMol25 structures with the same formula, charge and spin   26.7 kcal/mol
Multiplicity   1
Total energy   -17596.774 eV
SMILES   N[C@@H](C=O)CS
HOMO   -0.3450 hartree
HOMO-LUMO gap   10.1 eV
Maximum force   0.50 eV Å⁻¹



Which value of multiplicity does entry 4 give? 2